Entry 1:
2 unconnected molecules or ions with the total composition C4H13NSSi at a distorted geometry. Source: the OMol25 dataset; level of theory: ωB97M-V/def2-TZVPD.

Structure (XYZ):
```
20
Properties=species:S:1:pos:R:3:forces:R:3:nbo_charge:R:1
C 0.105 -1.819 0.397 -2.663 0.601 -1.782 -1.1041
C -0.352 0.897 1.721 -0.103 -0.926 -1.250 -1.1145
C -2.403 -0.002 -0.460 1.005 -0.626 -0.601 -1.0984
C 3.833 0.719 -0.493 -1.572 -1.304 -0.096 -0.7648
N 0.221 0.746 -1.219 0.307 0.461 2.187 -1.3034
Si -0.592 -0.068 0.147 -0.330 -0.305 -1.608 1.7435
S 4.618 -0.721 -0.070 -0.125 0.345 -0.066 0.2874
H 0.951 -1.874 0.973 2.061 0.009 1.646 0.2306
H -0.690 -2.438 0.809 0.052 -0.214 0.231 0.2314
H 0.351 -2.235 -0.575 -0.008 -0.112 -0.253 0.2333
H 0.662 1.113 1.799 2.302 0.059 0.290 0.2355
H -0.737 1.850 1.584 -1.365 1.897 -0.026 0.2353
H -0.651 0.472 2.646 -0.554 -0.535 0.635 0.2475
H -2.706 1.032 -0.614 0.083 0.088 0.060 0.2392
H -2.477 -0.518 -1.449 0.030 0.326 0.719 0.2315
H -3.079 -0.472 0.222 -0.617 -0.340 0.408 0.2236
H 4.427 1.601 -0.653 -0.188 0.298 -0.137 0.2277
H 2.720 0.567 -0.750 1.930 0.590 0.300 0.2408
H 0.333 0.547 -2.190 -0.179 -0.358 -0.232 0.4019
H 0.900 1.426 -0.898 -0.066 0.046 -0.426 0.3761
```
Positions in Å, forces in eV/Å.

Results
multiplicity: 3
LUMO level (alpha / beta): 0.9155 / -2.2277 eV
maximum force: 3.26 eV Å⁻¹
total charge: 0

Entry 2:
C4H14BINO2P in the gas phase at a distorted geometry. Source: the OMol25 dataset; level of theory: ωB97M-V/def2-TZVPD.

Structure (XYZ):
```
24
Properties=species:S:1:pos:R:3:forces:R:3:nbo_charge:R:1
N -1.303 -0.523 2.656 -0.121 -0.134 -0.592 -0.8348
C -1.843 -0.836 1.301 0.077 0.590 0.798 -0.2356
C -1.697 0.394 0.342 -0.644 -0.415 -0.632 -0.4438
C -1.321 0.059 -1.143 0.534 1.194 0.291 -0.4121
C -0.171 -0.982 -1.327 -1.180 -0.703 -0.026 -0.7109
P 1.208 -0.831 -0.118 -0.015 -0.666 -0.676 0.6243
B 2.204 0.818 -0.223 1.246 2.907 -0.834 0.8600
O 2.089 1.751 -1.281 -1.659 -7.089 4.750 -0.8866
O 3.119 1.079 0.799 -0.572 -1.035 -0.912 -0.8971
H -1.044 0.456 2.721 0.067 -0.281 0.155 0.3639
H -0.515 -1.114 2.891 -0.094 0.217 0.160 0.3541
H -1.340 -1.759 0.952 -0.344 0.468 -0.121 0.1683
H -2.919 -1.070 1.439 0.600 -0.004 -0.368 0.2062
H -1.005 1.180 0.719 -0.191 -0.693 0.022 0.2112
H -2.697 0.880 0.308 0.746 -0.092 0.007 0.2407
H -0.951 1.011 -1.590 -0.396 -0.533 0.218 0.2374
H -2.237 -0.193 -1.709 0.707 -0.360 0.182 0.2368
H 0.227 -0.939 -2.366 0.073 0.098 0.755 0.2794
H -0.604 -2.004 -1.217 0.510 0.534 0.020 0.2559
H 0.822 -1.005 1.229 -0.128 -0.195 -0.382 0.0599
H 2.111 -1.906 -0.420 -0.510 0.402 0.277 0.0642
H 1.480 1.389 -1.961 0.265 0.743 -0.029 0.5218
H 3.933 0.600 0.569 0.100 0.389 0.445 0.5072
I 2.453 3.544 -2.572 0.930 4.658 -3.510 -0.7707
```
Positions in Å, forces in eV/Å.

Results
LUMO level: -1.0422 eV
maximum force: 8.69 eV Å⁻¹
total charge: 0

Entry 3:
A molecular structure, C4H14CaN3S at a distorted geometry. Source: the OMol25 dataset; level of theory: ωB97M-V/def2-TZVPD.

Structure (XYZ):
```
23
Properties=species:S:1:pos:R:3:forces:R:3:nbo_charge:R:1
C 2.628 -2.151 -2.584 1.858 0.541 -0.748 -0.8507
Ca 0.239 -0.551 -1.665 5.903 1.779 3.155 0.8867
N -1.435 0.632 -1.440 -3.230 2.299 0.507 -1.3103
H -0.673 -1.458 -2.552 -3.271 -3.834 -3.492 -0.7801
H -2.069 0.212 -0.744 -0.051 0.069 -0.069 0.3743
H 1.938 -1.359 -2.909 0.398 -0.666 -0.469 0.1633
H 2.732 -2.947 -3.336 -0.656 0.279 0.014 0.2124
H 2.274 -2.605 -1.641 0.731 0.537 -0.234 0.2384
H 3.686 -1.651 -2.653 -1.938 -0.899 1.079 0.2201
H -1.259 1.600 -1.138 -0.069 -0.056 -0.145 0.3449
H -1.962 0.682 -2.325 0.182 0.084 0.344 0.3947
S 1.447 -1.055 0.718 2.200 -2.103 -0.926 -0.5636
C 0.391 -0.033 1.415 -0.147 0.350 0.160 -0.0281
N -0.769 -0.434 2.081 -0.408 0.218 0.026 -0.6751
C -1.502 0.735 2.502 -0.655 -0.280 0.328 -0.2164
C -0.660 1.942 2.008 0.064 0.790 -0.137 -0.2425
N 0.486 1.359 1.353 -0.347 0.140 0.240 -0.6756
H -1.062 -1.410 2.239 0.568 1.289 -0.384 0.4117
H -1.598 0.741 3.608 -0.202 0.258 -0.431 0.1664
H -2.509 0.736 2.030 0.342 0.262 0.468 0.1734
H -0.328 2.574 2.859 -0.431 -0.133 -0.299 0.1679
H -1.236 2.553 1.280 0.095 -0.098 0.591 0.1725
H 1.243 1.888 0.895 -0.935 -0.825 0.422 0.4158
```
Positions in Å, forces in eV/Å.

Results
LUMO level (alpha / beta): 3.1796 / 3.3419 eV
maximum force: 6.93 eV Å⁻¹
total charge: -1

Entry 4:
4 unconnected molecules or ions with the total composition C4H14IO4 at a distorted geometry. Source: the OMol25 dataset; level of theory: ωB97M-V/def2-TZVPD.

Structure (XYZ):
```
23
Properties=species:S:1:pos:R:3:forces:R:3:nbo_charge:R:1
I -8.784 4.651 2.495 0.079 -0.024 -0.066 0.0182
C -7.046 4.771 6.432 -0.356 0.093 -0.413 -0.2515
O -8.441 4.716 6.101 0.184 -0.507 0.833 -0.7411
H -6.760 5.822 6.473 0.416 -0.083 -0.016 0.1681
H -6.831 4.299 7.390 -0.656 0.183 0.214 0.1842
H -6.414 4.195 5.756 -0.051 0.247 -0.483 0.1645
H -8.609 4.788 5.158 0.478 0.098 -0.004 0.4648
C -12.662 7.034 3.496 0.422 1.213 -0.496 -0.2516
O -12.202 6.154 2.489 -0.447 -0.631 0.134 -0.7216
H -11.951 7.860 3.509 0.003 0.323 0.484 0.1564
H -13.600 7.481 3.165 -0.090 -0.328 -0.024 0.1831
H -12.782 6.660 4.512 0.051 -0.522 -0.133 0.1673
H -11.370 5.768 2.773 0.006 -0.035 0.049 0.4604
C -8.731 1.606 -0.225 0.581 -1.334 2.454 -0.0818
C -8.550 0.752 1.100 1.571 0.009 -1.632 -0.0746
O -9.339 -0.396 1.015 -0.831 -0.225 0.336 -0.7057
O -9.942 2.283 -0.055 -0.359 0.499 -0.876 -0.7044
H -8.740 0.937 -1.085 -0.387 0.039 0.082 0.1938
H -7.858 2.250 -0.325 -0.026 0.351 -0.059 0.1588
H -8.685 1.353 2.000 -0.722 0.371 0.062 0.1400
H -7.536 0.374 1.225 0.645 0.388 -0.395 0.1469
H -9.023 -0.972 1.715 -0.284 -0.282 -0.027 0.4652
H -9.749 3.044 0.497 -0.226 0.157 -0.023 0.4606
```
Positions in Å, forces in eV/Å.

Results
multiplicity: 2
LUMO level (alpha / beta): 0.3405 / -4.3135 eV
maximum force: 2.85 eV Å⁻¹
total charge: 0

Entry 5:
A molecular structure, C4H14Li2N4O4 at a distorted geometry. Source: the OMol25 dataset; level of theory: ωB97M-V/def2-TZVPD.

Structure (XYZ):
```
28
Properties=species:S:1:pos:R:3:forces:R:3:nbo_charge:R:1
Li -0.981 -2.500 -0.098 1.451 1.130 0.244 0.9371
Li 0.070 -0.035 -0.020 0.108 -0.814 0.061 0.8936
C 0.340 -1.751 -2.742 -0.096 -0.056 0.343 -0.2178
O 0.361 -1.686 -1.360 -1.188 -0.072 0.646 -1.0658
H 1.285 -2.158 -3.140 -0.045 0.113 -0.158 0.1384
H -0.463 -2.409 -3.141 0.082 0.045 -0.045 0.1024
H 0.180 -0.761 -3.218 0.112 -0.028 -0.072 0.1082
C -0.349 -1.640 2.822 -0.394 -0.600 0.281 -0.2278
O -0.394 -1.452 1.468 -0.236 -0.072 -1.223 -1.0745
H -0.276 -0.701 3.398 0.093 -0.028 0.033 0.1290
H -1.242 -2.170 3.225 0.095 0.215 -0.033 0.1289
H 0.491 -2.308 3.125 0.041 0.256 0.109 0.1127
C -2.405 1.336 -1.424 -0.078 -0.114 -0.547 0.7948
O -1.540 0.927 -0.673 0.378 -0.006 0.341 -0.7010
N -3.021 2.534 -1.210 -0.074 -0.319 -0.243 -0.8364
N -2.804 0.600 -2.521 -0.065 0.381 0.489 -0.8451
H -3.751 2.882 -1.801 0.013 0.055 0.010 0.3906
H -2.687 3.089 -0.445 -0.047 -0.007 0.077 0.4144
H -2.153 -0.112 -2.810 0.038 -0.066 0.030 0.4193
H -3.388 1.009 -3.227 0.061 0.040 -0.069 0.3836
C 2.468 0.996 1.418 0.352 -0.830 0.187 0.7944
O 1.584 1.104 0.583 -0.382 0.625 -0.416 -0.7137
N 2.475 -0.060 2.275 0.343 0.092 0.247 -0.8372
N 3.520 1.887 1.506 -0.699 -0.299 0.262 -0.8478
H 3.069 -0.108 3.082 0.074 0.189 -0.061 0.3850
H 1.708 -0.717 2.242 -0.141 0.139 -0.341 0.4394
H 4.407 1.571 1.851 0.048 0.062 -0.006 0.3912
H 3.496 2.631 0.834 0.155 -0.031 -0.145 0.4043
```
Positions in Å, forces in eV/Å.

Results
energy above the lowest of the compared OMol25 structures with the same formula, charge and spin: 4.4 kJ/mol
LUMO level: 0.2501 eV
maximum force: 1.86 eV Å⁻¹
total charge: 0

Entry 6:
2 unconnected molecules or ions with the total composition C4H14N at a distorted geometry. Source: the OMol25 dataset; level of theory: ωB97M-V/def2-TZVPD.

Structure (XYZ):
```
19
Properties=species:S:1:pos:R:3:forces:R:3:nbo_charge:R:1
C 0.551 -0.131 1.295 -1.307 -0.017 1.329 -0.2044
C 1.960 -0.700 1.335 -1.559 -1.114 1.721 -0.6454
N 0.663 1.397 1.794 4.121 -3.045 0.596 -0.6899
H 0.182 -0.128 0.253 -0.094 0.271 0.845 0.2454
H -0.211 -0.671 1.979 1.337 1.171 -1.050 0.2454
H 2.539 -0.340 2.179 0.205 0.148 0.070 0.2151
H 2.381 -0.486 0.423 1.592 0.497 -1.915 0.2308
H 0.864 1.989 1.027 0.177 0.852 -1.169 0.4333
H -0.057 1.789 2.316 -1.952 0.556 1.212 0.4377
H 1.585 1.387 2.400 -2.382 0.306 -1.239 0.4492
H 1.933 -1.795 1.456 -0.140 0.396 -0.163 0.2698
C -0.890 -0.531 -2.241 3.934 -0.926 1.157 -0.6025
C -2.233 -0.099 -1.890 -1.419 1.242 1.560 -0.6450
H -0.239 0.078 -2.942 -1.669 -1.015 -0.365 0.2349
H -0.110 -0.396 -1.419 -1.174 -0.520 -0.285 0.1460
H -0.958 -1.637 -2.393 0.876 0.975 -0.513 0.2291
H -2.447 0.856 -2.219 0.128 2.690 -0.523 0.2170
H -2.926 -0.554 -2.533 -1.264 -1.546 -0.238 0.2314
H -2.587 -0.029 -0.818 0.591 -0.919 -1.031 0.2021
```
Positions in Å, forces in eV/Å.

Results
energy above the lowest of the compared OMol25 structures with the same formula, charge and spin: 188.4 kJ/mol
LUMO level: -3.7839 eV
maximum force: 5.16 eV Å⁻¹
total charge: +1